The following is a DFT calculation (ωB97M-V/def2-TZVPD) of a 11-piece molecular cluster, C13H48O11 overall.

## Properties
Max |F| in Eh/bohr: 0.0704
Highest occupied orbital energy (alpha / beta) in eV: -12.18 / -12.18
Total charge: +1
ΔE to the lowest compared entry with this formula, charge and spin in kcal per mole: 0.0
Total energy in Eh: -1351.293366
Spin multiplicity: 2

Each line ends with the Löwdin spin population.
Positions of all 72 atoms, in Å:
C: -0.5320 0.1443 0.5859  0.000
O: -1.7402 -0.6060 0.6582  0.000
H: 0.3360 -0.2838 1.0873  0.000
H: -0.2287 0.3188 -0.4464  0.000
H: -0.6442 1.1800 0.9066  0.000
H: -1.6893 -1.1499 -0.1312  0.000
C: 2.5916 -4.4916 0.4490  0.000
C: 2.8955 -3.2858 -0.4271  0.000
O: 2.0786 -2.2055 -0.1159  0.000
H: 3.3167 -5.2949 0.3183  0.000
H: 1.6287 -4.9382 0.2008  0.000
H: 2.6407 -4.2472 1.5102  0.000
H: 2.7066 -3.5843 -1.4583  0.000
H: 3.9415 -2.9903 -0.5081  0.000
H: 2.3837 -1.3646 -0.4642  0.000
C: 4.8555 0.1228 0.1005  0.000
C: 3.4698 0.7681 -0.2673  0.000
O: 2.8979 0.1715 -1.3579  0.000
H: 4.8372 -0.9486 -0.0989  0.000
H: 5.1508 0.3287 1.1294  0.000
H: 5.6307 0.3999 -0.6138  0.000
H: 3.5399 1.8538 -0.3350  0.000
H: 2.8524 0.6141 0.6177  0.000
H: 3.4630 0.3857 -2.1038  0.000
C: -2.4891 -0.4069 -2.8467  0.116
C: -3.6036 0.5024 -3.3529  0.115
O: -4.3731 0.7609 -2.2141  0.692
H: -2.9164 -1.1664 -2.1919  -0.002
H: -1.6666 0.0901 -2.3323  0.000
H: -2.0024 -0.8951 -3.6910  0.022
H: -4.2461 0.0602 -4.1143  -0.001
H: -3.1946 1.4165 -3.7832  0.043
H: -3.8461 1.2528 -1.5802  0.008
C: 0.7322 -1.8238 -3.3851  0.003
C: 1.3702 -0.8255 -4.2748  0.001
O: 0.4142 0.2179 -4.4211  0.004
H: 0.6778 -1.4976 -2.3465  0.000
H: 1.3340 -2.7277 -3.2899  0.000
H: -0.2504 -2.1723 -3.7031  0.001
H: 1.6233 -1.1694 -5.2776  0.000
H: 2.3468 -0.5401 -3.8837  0.000
H: 0.3660 0.7022 -3.5936  0.000
C: -0.6151 4.3911 1.5757  0.000
C: 0.3089 4.3115 0.2869  0.000
O: -0.3389 3.4280 -0.5949  0.000
H: -0.3604 3.5143 2.1710  0.000
H: -1.6271 4.4915 1.1835  0.000
H: -0.3121 5.1932 2.2487  0.000
H: 1.2737 3.9076 0.5934  0.000
H: 0.5086 5.2961 -0.1361  0.000
H: 0.2620 3.2630 -1.3252  0.000
C: -1.3300 1.4855 6.0925  0.000
C: -1.6079 2.1692 4.7874  0.000
O: -0.8868 1.4757 3.7509  0.000
H: -0.2574 1.4634 6.2857  0.000
H: -1.7654 0.4863 6.0991  0.000
H: -1.7729 2.0378 6.9213  0.000
H: -1.1978 3.1784 4.8239  0.000
H: -2.6812 2.2840 4.6355  0.000
H: 0.0186 1.7817 3.6597  0.000
O: -0.6855 -3.2516 -0.8138  0.000
H: 0.1697 -2.8899 -0.5815  0.000
H: -0.4873 -3.9686 -1.4162  0.000
O: -2.6916 2.1964 -0.4861  -0.003
H: -2.4794 1.4757 0.1071  0.000
H: -1.9077 2.7457 -0.4864  0.000
O: -2.9044 -3.9493 0.9233  0.000
H: -2.1504 -3.6360 0.4237  0.000
H: -3.4087 -4.4681 0.2966  0.000
O: -2.8554 -0.4727 3.5913  0.000
H: -2.7413 -0.7538 2.6835  0.000
H: -2.1352 0.1387 3.7456  0.000